71
Properties=species:S:1:pos:R:3 method="wB97M-V/def2-TZVPD" total_charge=+1 total_energy_ha=-1858.43654 homo_lumo_gap_ev=2.3
C 2.757 -1.500 -0.657
C 2.130 -2.753 -1.432
O 1.073 -3.439 -0.727
C -0.170 -2.710 -0.759
C -1.051 -2.936 -2.080
O -0.404 -3.136 -3.359
C -0.331 -1.975 -4.221
O 0.316 -1.827 -5.263
C -1.274 -0.935 -3.410
C -2.184 -1.818 -2.444
C -3.528 -2.509 -2.996
C -3.726 -2.449 -4.584
C -4.297 -1.067 -5.136
F -3.526 -0.682 -6.270
F -5.659 -1.170 -5.550
F -4.248 0.010 -4.221
P -2.755 -1.068 -0.775
C -3.501 -2.460 0.318
C -4.150 0.190 -1.030
C -3.520 1.660 -1.312
H 3.555 -1.050 -1.361
H 3.175 -1.731 0.376
H 1.959 -0.670 -0.556
H 2.982 -3.521 -1.558
H 1.862 -2.407 -2.485
H 0.025 -1.604 -0.505
H -0.799 -3.111 0.123
H -1.510 -3.978 -1.886
H -1.757 -0.232 -4.165
H -0.488 -0.449 -2.712
H -3.461 -3.629 -2.719
H -4.492 -2.138 -2.497
H -2.797 -2.722 -5.188
H -4.516 -3.249 -4.850
H -3.087 -2.288 1.381
H -3.082 -3.457 -0.057
H -4.640 -2.433 0.354
H -4.942 -0.118 -1.789
H -4.698 0.285 -0.018
H -2.560 1.551 -1.914
H -3.374 2.141 -0.284
H -4.247 2.342 -1.884
C 4.488 3.298 3.308
C 3.516 2.664 2.273
C 2.323 3.614 1.984
C 1.288 3.653 3.097
C 0.802 2.243 3.417
C 1.959 1.273 3.757
N 3.069 1.316 2.744
O 2.660 0.649 1.693
C 2.493 1.621 5.171
C 1.378 -0.154 3.938
C 4.376 2.611 0.979
H 4.385 4.385 3.336
H 4.366 2.941 4.326
H 5.531 3.076 3.066
H 1.820 3.302 1.060
H 2.687 4.627 1.796
H 1.704 4.135 3.986
H 0.438 4.268 2.785
H 0.095 2.288 4.251
H 0.235 1.863 2.558
H 3.418 1.078 5.388
H 1.771 1.339 5.941
H 2.666 2.686 5.320
H 0.835 -0.503 3.056
H 0.665 -0.182 4.765
H 2.170 -0.874 4.163
H 5.214 1.916 1.087
H 4.791 3.598 0.757
H 3.798 2.312 0.100